Molecular formula: C34H51N6O19
Method: DFT, the ωB97M-V functional and the def2-TZVPD basis

Results
Total energy (eV): -83919.5984
Charge: +1
HOMO level (eV): -11.68
Frontier orbital gap (eV): 8.3
Multiplicity: 1
Energy relative to the best compared isomer or geometry (same formula, charge and spin) (kJ/mol): 0.00
E_LUMO (eV): -3.4

Last column: Löwdin charge in e.
CARTESIAN COORDINATES (ANGSTROEM)
C -4.7385 -0.3202 0.0016  0.092
C -4.1371 0.0129 1.1361  -0.051
C -2.6938 0.2110 1.0971  -0.245
N -1.9680 1.1940 1.5490  0.250
C -0.6713 0.8985 1.2415  -0.264
N 0.3576 1.6652 1.4911  0.146
C 0.2586 2.9190 2.2493  -0.130
C 0.7914 2.6810 3.6659  -0.177
C -0.3082 2.3670 4.6813  -0.176
C 0.2612 2.1646 6.0928  -0.190
N 0.6116 0.7624 6.3689  0.063
C 1.8551 0.2813 5.9675  -0.538
C 3.0500 1.1892 6.0116  0.002
O 1.9725 -0.8860 5.6408  0.037
N -0.6042 -0.2999 0.6343  0.118
C 0.4654 -1.1231 0.1165  -0.113
O 1.7068 -0.8410 0.7102  -0.023
C 2.4587 -2.0491 0.5996  -0.471
C 2.2861 -2.9757 1.7608  0.051
O 3.0934 -2.2543 -0.3751  0.190
N -1.9086 -0.7311 0.5492  0.010
O -2.2427 -1.9493 0.0239  0.089
C -2.6275 -2.7756 0.9887  -0.254
N -3.1834 -3.2967 1.8472  0.245
H -4.2770 -0.0699 -0.9439  0.074
H -5.6844 -0.8384 -0.0241  0.091
H -4.6479 0.1263 2.0802  0.127
H 1.2884 1.4183 1.1874  0.152
H -0.7465 3.3236 2.2197  0.123
H 0.9005 3.6345 1.7533  0.100
H 1.4209 1.7952 3.5969  0.104
H 1.4039 3.5132 3.9969  0.122
H -0.8621 1.4826 4.3670  0.105
H -0.9806 3.2234 4.7136  0.117
H 1.0935 2.8367 6.2691  0.110
H -0.5109 2.4539 6.8032  0.115
H -0.0703 0.1640 5.9167  0.124
H 3.9590 0.6039 6.0180  0.088
H 3.0122 1.8110 6.9054  0.090
H 3.0872 1.8709 5.1658  0.073
H 0.2270 -2.1703 0.3184  0.142
H 0.5535 -1.0256 -0.9690  0.139
H 1.6268 -2.5446 2.5069  0.094
H 1.8113 -3.8799 1.3826  0.090
H 3.2525 -3.2230 2.1818  0.109
C 2.7075 0.6529 -2.4364  -0.009
C 1.5103 1.3455 -3.0266  -0.329
C 1.4378 1.4505 -4.5288  -0.074
O 0.6318 2.6296 -4.7000  0.079
C 0.8256 3.4138 -3.6193  -0.565
O 0.4568 4.5368 -3.5063  0.164
O 1.5027 2.7347 -2.6543  0.059
H 2.7854 0.8700 -1.3700  0.080
H 2.6305 -0.4272 -2.5632  0.085
H 3.6342 0.9937 -2.8999  0.096
H 0.5870 0.8931 -2.6411  0.145
H 0.9604 0.5939 -4.9920  0.115
H 2.4087 1.6309 -4.9958  0.147
C 5.3432 5.6723 -1.7092  -0.011
C 4.4151 4.6336 -1.1356  -0.309
C 2.9930 5.0846 -0.8950  -0.068
O 2.5962 4.2165 0.1859  0.035
C 3.7094 3.8725 0.8684  -0.574
O 3.6861 3.2931 1.9128  0.145
O 4.8134 4.2529 0.2070  0.102
H 6.3802 5.3599 -1.5952  0.093
H 5.1368 5.8192 -2.7685  0.095
H 5.2289 6.6271 -1.1952  0.092
H 4.4339 3.7258 -1.7456  0.153
H 2.3360 4.9532 -1.7493  0.116
H 2.9325 6.1154 -0.5421  0.146
C -2.1521 -4.1364 -2.8325  -0.008
C -1.6389 -3.3456 -4.0061  -0.309
C -0.1446 -3.1249 -4.0355  -0.078
O -0.0399 -1.8982 -4.7746  0.059
C -1.1863 -1.2048 -4.5836  -0.566
O -1.3346 -0.0690 -4.9066  0.157
O -2.1125 -1.9752 -3.9678  0.083
H -3.2320 -4.0318 -2.7339  0.095
H -1.9113 -5.1915 -2.9507  0.101
H -1.6973 -3.7821 -1.9053  0.065
H -1.9792 -3.7870 -4.9456  0.165
H 0.4071 -3.9167 -4.5337  0.147
H 0.2734 -2.9633 -3.0377  0.129
C -0.7431 -7.1770 4.4640  -0.016
C -0.3853 -7.5558 3.0502  -0.319
C 1.0876 -7.7552 2.7745  -0.079
O 1.1740 -7.4395 1.3736  0.071
C 0.1735 -6.5835 1.0874  -0.585
O 0.0698 -5.9752 0.0654  0.129
O -0.6855 -6.4844 2.1245  0.075
H -1.7605 -6.7910 4.5080  0.091
H -0.6714 -8.0452 5.1176  0.095
H -0.0787 -6.3990 4.8431  0.089
H -0.9605 -8.4290 2.7325  0.161
H 1.4369 -8.7674 2.9569  0.143
H 1.7127 -7.0480 3.3240  0.138
C -3.1415 3.4589 -4.8834  -0.008
C -4.3966 3.3390 -4.0635  -0.324
C -4.6655 1.9664 -3.4867  -0.107
O -6.0859 1.9850 -3.3127  0.051
C -6.5951 2.8356 -4.2477  -0.558
O -7.7465 2.9433 -4.5002  0.180
O -5.5931 3.5307 -4.8408  0.091
H -3.1460 4.3665 -5.4849  0.096
H -2.2733 3.4846 -4.2246  0.078
H -3.0303 2.6181 -5.5695  0.091
H -4.3937 4.1030 -3.2801  0.160
H -4.1649 1.7917 -2.5353  0.119
H -4.4145 1.1595 -4.1794  0.138

Atoms 1-2, force components in eV/Å:
C -0.226 -0.105 -0.060
C 0.042 -0.012 -0.131